Entry 1:
# C2H12NO2

A cluster of 3 separate species, C2H12NO2 in total (ωB97M-V/def2-TZVPD, the Open Molecules 2025 dataset).

Structure (ORCA input):
```
! wB97M-V def2-TZVPD RIJCOSX def2/J DEFGRID3
* xyz 1 1
C -0.647 2.434 1.211
C -0.934 1.886 -0.161
N -0.232 0.532 -0.370
H -0.876 1.697 1.971
H 0.307 2.952 1.366
H -1.184 3.313 1.550
H -1.980 1.728 -0.369
H -0.544 2.616 -0.878
H 0.737 0.820 -0.482
H -0.610 0.033 -1.185
H -0.454 -0.070 0.421
H 3.608 -3.267 1.072
H 2.433 -4.034 1.595
O 2.643 -3.314 1.015
H -0.139 -2.937 -2.277
H -1.534 -2.285 -2.295
O -0.594 -2.105 -2.184
*
```

For the lowest unoccupied orbital energy, the calculation gives -0.1225 Eh. For the calculated total energy, the calculation gives -7847.1183 eV. Its max |F| is 1.94 eV Å⁻¹. The value obtained for the HOMO energy is -0.52318 Ha.

Entry 2:
# C6H8N2O2

A cluster of 2 separate species, C6H8N2O2 in total (ωB97M-V/def2-TZVPD, the Open Molecules 2025 dataset).

Structure (ORCA input):
```
! wB97M-V def2-TZVPD RIJCOSX def2/J DEFGRID3
* xyz 0 1
C -0.852 0.095 1.004
C -0.709 0.296 2.429
C 0.380 0.689 3.147
C 1.517 0.815 1.019
C -0.684 -0.767 -2.730
C -0.709 -1.259 -4.017
H 0.281 0.387 -0.624
H -1.656 0.098 2.899
H 0.225 1.046 4.173
H 2.400 0.944 2.656
H 0.337 -1.072 -2.200
H -1.636 -0.427 -2.253
H 0.096 -1.858 -4.445
H -1.537 -1.079 -4.610
N 0.284 0.668 0.315
N 1.465 0.792 2.398
O -1.800 -0.380 0.412
O 2.596 1.014 0.428
*
```

As for the SMILES: O=c1cc[nH]c(=O)[nH]1.C=C. For the lowest unoccupied orbital energy, the calculation gives 0.0055 Eh. For the calculated total energy, the calculation gives -13425.6324 eV. Its max |F| is 3.84 eV Å⁻¹. The value obtained for the HOMO energy is -0.34761 Ha.

Entry 3:
# C3H4FNO2

The molecule C3H4FNO2 (ωB97M-V/def2-TZVPD, the Open Molecules 2025 dataset).

Structure (ORCA input):
```
! wB97M-V def2-TZVPD RIJCOSX def2/J DEFGRID3
* xyz 0 1
C 1.644 -0.653 0.372
C -0.672 -0.835 -0.244
C -1.271 0.142 0.369
H 1.268 2.151 -0.858
H 2.360 -1.076 1.187
H -1.304 -1.426 -0.992
H -0.576 1.046 0.821
N 1.717 0.667 0.345
O 0.707 1.267 -0.504
O 0.601 -1.251 -0.382
F -2.493 0.287 0.171
*
```

As for the SMILES: O/N=C\O/C=C/F. For the lowest unoccupied orbital energy, the calculation gives 0.0251 Eh. For the calculated total energy, the calculation gives -11472.7678 eV. Its max |F| is 7.53 eV Å⁻¹. The value obtained for the HOMO energy is -0.31763 Ha.

Entry 4:
# C5H25NO8

A cluster of 9 separate species, C5H25NO8 in total (ωB97M-V/def2-TZVPD, the Open Molecules 2025 dataset).

Structure (ORCA input):
```
! wB97M-V def2-TZVPD RIJCOSX def2/J DEFGRID3
* xyz 0 1
C 3.294 1.529 0.683
C 2.783 0.551 -0.400
C 1.692 -0.291 0.194
C 0.390 0.039 0.211
N -0.546 -0.492 1.138
C -0.839 -1.722 1.226
H 2.605 2.321 1.051
H 4.114 2.057 0.184
H 3.585 1.022 1.602
H 3.590 -0.182 -0.552
H 2.479 1.093 -1.260
H 2.016 -1.267 0.551
H 0.126 0.845 -0.483
H -1.633 -2.104 1.863
H -0.447 -2.535 0.589
H 1.459 -2.499 1.980
H 1.891 -3.363 0.755
O 2.104 -3.119 1.650
H -1.627 0.801 2.506
H -2.371 2.135 2.429
O -1.715 1.668 2.959
H -0.734 -2.426 -1.402
H -0.451 -2.835 -2.750
O 0.035 -2.717 -1.923
H -0.191 1.979 1.439
H 0.094 3.163 2.336
O 0.050 2.908 1.415
H -2.739 -2.946 -1.187
H -2.709 -1.374 -1.435
O -2.380 -2.246 -1.739
H 1.044 0.440 -2.548
H -0.083 -0.448 -2.178
O 0.128 0.243 -2.804
H -1.747 2.923 0.340
H -2.523 1.629 -0.367
O -2.576 2.423 0.266
H -2.015 0.894 -2.490
H -3.331 1.349 -1.813
O -2.823 0.555 -2.036
*
```

As for the SMILES: C=N/C=C/CC.O.O.O.O.O.O.O.O. For the lowest unoccupied orbital energy, the calculation gives 0.0031 Eh. For the calculated total energy, the calculation gives -23458.9138 eV. Its max |F| is 2.61 eV Å⁻¹. The value obtained for the HOMO energy is -0.34193 Ha.